106
Properties=species:S:1:pos:R:3:lowdin_spin:R:1 method="wB97M-V/def2-TZVPD" s_squared=2.004 homo_lumo_gap_ev="8.2 / 8.0" multiplicity=3 homo_energy_ev="-8.5 / -8.4" total_energy_ev=-144358.799
Pd -0.725 -0.362 0.402 1.558
S 1.019 0.884 -1.275 0.007
O -0.378 1.187 -0.968 0.096
O 1.876 1.991 -0.896 0.011
O 1.172 -0.339 -0.532 0.104
O 1.112 0.538 -2.734 0.020
C 3.846 0.993 1.285 0.000
C 4.168 2.461 1.075 0.000
O 4.803 2.827 2.299 0.000
C 4.650 1.845 3.203 0.000
O 5.111 1.983 4.318 0.000
O 3.963 0.822 2.682 0.000
H 4.473 0.282 0.746 0.000
H 2.812 0.748 1.039 0.000
H 3.265 3.046 0.903 0.000
H 4.783 2.518 0.178 0.000
C 1.880 -2.389 -4.589 0.000
C 1.389 -3.153 -3.390 0.000
O 0.436 -4.091 -3.896 0.000
C 0.350 -3.964 -5.225 0.000
O -0.325 -4.648 -5.924 0.000
O 1.233 -3.047 -5.624 0.000
H 2.954 -2.533 -4.709 0.000
H 1.630 -1.329 -4.619 0.000
H 0.908 -2.417 -2.745 0.000
H 2.219 -3.622 -2.861 0.000
C -0.407 4.263 -1.732 0.000
C 0.431 4.107 -2.989 0.000
O 0.154 5.345 -3.695 0.000
C -0.723 6.136 -3.066 0.000
O -1.097 7.230 -3.474 0.000
O -1.092 5.501 -1.940 0.000
H -0.012 4.115 -0.727 0.000
H -1.113 3.435 -1.783 0.000
H 0.172 3.203 -3.539 0.000
H 1.477 4.069 -2.686 0.000
C -3.478 3.011 0.692 0.000
C -4.624 3.890 0.271 0.000
O -5.697 2.983 0.408 0.000
C -5.403 2.117 1.363 0.000
O -6.061 1.135 1.777 0.000
O -4.082 2.157 1.607 0.000
H -2.674 3.519 1.225 0.000
H -3.000 2.568 -0.182 0.000
H -4.507 4.183 -0.773 0.000
H -4.835 4.736 0.925 0.000
C 4.103 -0.683 -2.113 0.000
C 4.030 -1.783 -1.075 0.001
O 5.274 -1.461 -0.419 0.000
C 6.002 -0.463 -1.115 0.000
O 7.077 -0.026 -0.797 0.000
O 5.303 -0.055 -2.094 0.000
H 3.310 0.028 -1.881 0.000
H 4.013 -1.156 -3.091 0.000
H 3.896 -2.631 -1.747 0.000
H 3.217 -1.807 -0.350 0.000
C 1.493 -3.537 1.814 0.001
S 1.714 -1.749 2.176 0.013
O 0.331 -1.136 1.982 0.053
C 2.082 -1.942 3.974 0.009
H 2.461 -4.036 1.833 0.000
H 1.028 -3.866 0.884 0.000
H 0.918 -3.884 2.673 0.000
H 2.845 -2.667 4.258 0.001
H 1.175 -2.230 4.505 0.000
H 2.306 -0.950 4.368 0.000
C 0.186 3.744 2.372 0.000
S -0.735 2.301 3.019 -0.003
O -0.769 1.277 1.831 0.002
C 0.528 1.679 4.205 0.000
H 0.695 4.293 3.165 0.000
H -0.426 4.384 1.737 0.000
H 0.786 3.274 1.593 0.000
H 1.507 1.636 3.727 0.000
H 0.242 0.712 4.620 0.000
H 0.616 2.332 5.073 0.000
C -2.138 -1.418 -3.280 0.002
S -3.365 -0.714 -2.055 0.020
O -2.529 -0.373 -0.787 0.038
C -3.528 0.889 -2.907 0.001
H -1.260 -0.782 -3.176 0.000
H -2.412 -1.289 -4.327 0.000
H -1.877 -2.417 -2.931 0.000
H -4.112 0.846 -3.827 0.000
H -2.514 1.224 -3.124 0.000
H -3.987 1.641 -2.266 0.000
C -0.926 -5.130 -0.774 0.005
S -1.643 -3.892 0.499 0.005
O -0.962 -2.570 0.212 0.021
C -3.327 -3.709 -0.237 -0.001
H -0.881 -4.699 -1.774 0.000
H -1.498 -6.058 -0.734 0.001
H 0.100 -5.406 -0.531 0.000
H -3.373 -3.337 -1.261 0.000
H -3.804 -3.045 0.484 0.000
H -3.671 -4.739 -0.145 0.000
C -3.695 -0.175 4.127 0.001
S -3.377 -1.368 2.786 0.008
O -2.410 -0.678 1.849 0.022
C -2.316 -2.533 3.815 0.000
H -4.337 0.659 3.842 0.000
H -2.803 0.296 4.539 0.000
H -4.238 -0.597 4.973 0.000
H -2.727 -2.731 4.805 0.000
H -1.412 -1.946 3.976 0.000
H -2.240 -3.482 3.283 0.000

84
Properties=species:S:1:pos:R:3:mulliken_charge:R:1 method="wB97M-V/def2-TZVPD" homo_lumo_gap_ev=8.9 homo_energy_ev=-9.3 total_energy_ev=-64695.296
C -0.119 3.453 0.532 -1.231
C -1.243 2.972 1.384 0.542
I -0.688 2.821 3.422 0.038
C -2.479 2.649 0.999 -0.500
I -3.064 2.895 -1.028 0.060
C -3.534 2.111 1.969 0.389
O -3.068 0.816 2.428 -0.280
S -3.540 -0.315 1.364 1.117
O -4.203 -1.325 2.101 -0.606
O -2.435 -0.640 0.550 -0.604
O -4.645 0.552 0.590 -0.202
C -4.870 1.716 1.408 -1.132
C -5.848 2.780 0.933 0.328
C -6.711 2.365 -0.244 -1.236
F -6.676 3.022 2.028 -0.377
H 0.313 4.354 0.956 0.344
H -0.408 3.631 -0.494 0.330
H 0.652 2.685 0.529 0.310
H -3.640 2.820 2.779 0.728
H -5.377 1.309 2.290 0.636
H -5.315 3.712 0.767 0.391
H -6.647 1.305 -0.449 0.215
H -7.733 2.625 0.001 0.408
H -6.444 2.936 -1.125 0.336
C 3.980 3.933 3.251 -1.080
C 4.774 4.205 1.977 -0.491
C 4.261 3.422 0.769 -0.407
C 4.337 1.900 0.906 -0.546
C 5.735 1.348 1.179 -0.632
C 6.730 1.638 0.059 -1.079
H 4.044 2.887 3.553 0.281
H 4.361 4.536 4.077 0.389
H 2.926 4.184 3.110 0.195
H 5.832 3.989 2.150 0.268
H 4.716 5.272 1.746 0.393
H 4.815 3.738 -0.119 0.339
H 3.218 3.700 0.586 0.107
H 3.952 1.450 -0.015 0.368
H 3.665 1.570 1.703 0.325
H 5.658 0.265 1.308 0.376
H 6.122 1.739 2.123 0.335
H 6.383 1.215 -0.887 0.086
H 7.701 1.196 0.289 0.389
H 6.881 2.710 -0.081 0.391
C 5.666 -0.887 -3.274 -1.328
C 6.343 -1.637 -2.131 -0.218
C 7.869 -1.607 -2.209 -0.509
C 8.467 -2.270 -3.450 -0.838
C 8.085 -3.737 -3.643 -0.380
C 8.561 -4.643 -2.511 -1.186
H 5.901 -1.328 -4.244 0.393
H 4.581 -0.910 -3.160 0.369
H 5.978 0.160 -3.292 0.279
H 5.982 -2.669 -2.105 0.404
H 6.036 -1.184 -1.184 0.084
H 8.277 -2.077 -1.310 0.339
H 8.203 -0.564 -2.179 0.320
H 9.557 -2.193 -3.391 0.392
H 8.176 -1.709 -4.342 0.332
H 8.524 -4.087 -4.581 0.371
H 7.002 -3.834 -3.760 0.226
H 9.647 -4.594 -2.405 0.293
H 8.290 -5.681 -2.709 0.377
H 8.113 -4.365 -1.556 0.281
C -8.740 -4.862 -0.857 -1.194
C -9.322 -3.528 -0.398 -0.462
C -8.425 -2.334 -0.717 -0.787
C -7.053 -2.359 -0.039 -0.247
C -7.085 -2.440 1.486 -0.371
C -7.761 -1.239 2.139 -1.076
H -7.796 -5.084 -0.357 0.283
H -9.429 -5.679 -0.633 0.382
H -8.563 -4.859 -1.934 0.292
H -9.531 -3.568 0.674 0.227
H -10.286 -3.377 -0.891 0.389
H -8.951 -1.414 -0.444 0.285
H -8.275 -2.283 -1.801 0.425
H -6.506 -1.457 -0.333 -0.008
H -6.470 -3.200 -0.425 0.369
H -6.060 -2.502 1.848 0.324
H -7.580 -3.361 1.809 0.395
H -7.253 -0.310 1.862 0.024
H -7.730 -1.324 3.227 0.373
H -8.809 -1.152 1.848 0.365

96
Properties=species:S:1:pos:R:3:mulliken_charge:R:1 method="wB97M-V/def2-TZVPD" homo_lumo_gap_ev=2.0 total_charge=+2 homo_energy_ev=-14.6 total_energy_ev=-70323.731
Tl -2.545 -2.518 -2.221 1.044
C 0.741 -0.750 0.044 -0.454
O -0.179 -1.490 -0.776 0.144
H 1.398 -1.451 0.557 0.538
H 1.313 -0.177 -0.685 -0.067
H 0.365 -0.003 0.744 0.286
C 1.181 -5.177 -7.663 -1.125
C 0.769 -4.918 -6.135 -0.278
O 1.389 -3.776 -5.666 -0.235
C 0.918 -3.106 -4.559 0.597
O -0.119 -3.295 -3.933 -0.527
O 1.830 -2.240 -4.315 -0.294
C 1.962 -1.538 -3.184 -0.365
H 1.507 -4.262 -8.158 0.338
H 0.407 -5.536 -8.342 0.346
H 2.028 -5.863 -7.669 0.298
H 1.037 -5.792 -5.541 0.351
H -0.320 -4.888 -6.161 0.261
H 2.232 -2.107 -2.295 0.403
H 0.974 -1.141 -2.954 -0.025
H 2.676 -0.720 -3.269 0.303
C -3.248 4.553 -0.527 -1.272
C -2.774 3.272 0.211 0.155
O -3.067 2.072 -0.503 -0.324
C -2.240 1.616 -1.464 0.856
O -2.453 0.641 -2.129 -0.602
O -1.112 2.292 -1.596 -0.315
C 0.004 1.771 -2.323 -0.399
H -2.530 4.637 -1.343 0.328
H -3.153 5.489 0.023 0.386
H -4.265 4.535 -0.918 0.321
H -3.375 3.188 1.117 0.367
H -1.746 3.408 0.547 0.071
H 0.075 0.709 -2.558 0.288
H 0.885 2.062 -1.752 -0.107
H 0.115 2.384 -3.217 0.412
C 1.618 1.460 4.151 -1.279
C 1.196 2.318 2.971 0.582
O 1.983 3.544 3.158 -0.279
C 1.891 4.560 2.253 0.801
O 1.230 4.455 1.216 -0.554
O 2.566 5.581 2.725 -0.345
C 2.663 6.659 1.746 -0.600
H 0.825 0.717 4.235 0.254
H 1.662 2.003 5.095 0.359
H 2.579 0.964 4.015 0.341
H 0.112 2.431 2.996 0.253
H 1.326 1.918 1.965 -0.258
H 3.378 7.385 2.134 0.212
H 1.807 7.334 1.774 0.343
H 2.990 6.218 0.804 0.245
C 3.562 1.886 -0.307 -0.155
C 4.524 3.034 -0.799 -0.645
O 4.867 3.839 0.183 -0.170
C 5.782 4.809 0.165 0.671
O 6.507 5.058 -0.748 -0.519
O 5.793 5.340 1.334 -0.252
C 6.793 6.356 1.599 -0.801
H 3.370 1.237 -1.162 0.160
H 2.651 2.433 -0.065 -0.207
H 3.937 1.341 0.559 0.387
H 4.103 3.812 -1.435 0.380
H 5.385 2.521 -1.229 0.303
H 7.783 6.179 1.179 0.347
H 6.761 6.717 2.627 0.293
H 6.443 7.273 1.125 0.339
C -0.074 -3.516 3.357 -0.937
C 0.056 -4.387 2.057 0.133
O -1.065 -5.234 1.991 -0.319
C -2.005 -5.086 1.137 0.702
O -2.082 -4.341 0.138 -0.425
O -2.909 -6.046 1.397 -0.314
C -4.054 -6.028 0.633 -0.342
H -1.125 -3.228 3.329 0.090
H 0.713 -2.790 3.557 0.385
H -0.102 -4.132 4.255 0.385
H 0.981 -4.961 2.105 0.375
H 0.122 -3.742 1.181 -0.134
H -3.904 -6.309 -0.410 0.305
H -4.497 -5.034 0.569 -0.113
H -4.882 -6.653 0.967 0.308
C -7.364 -2.376 1.598 -1.436
C -6.009 -3.095 1.446 -0.221
O -5.011 -2.556 2.185 -0.246
C -4.002 -1.951 1.691 0.707
O -3.631 -1.986 0.508 -0.505
O -3.381 -1.356 2.745 -0.417
C -2.124 -0.740 2.650 -0.615
H -8.158 -2.940 1.109 0.392
H -7.401 -1.326 1.307 0.335
H -7.748 -2.423 2.617 0.372
H -5.748 -3.129 0.388 0.303
H -6.064 -4.121 1.808 0.377
H -1.662 -0.879 3.627 0.343
H -2.100 0.342 2.523 0.467
H -1.533 -1.240 1.883 0.136

101
Properties=species:S:1:pos:R:3:mulliken_charge:R:1 method="wB97M-V/def2-TZVPD" homo_lumo_gap_ev=5.5 total_charge=-1 homo_energy_ev=-3.3 total_energy_ev=-77937.827
C 29.411 22.148 20.728 1.785
O 30.344 22.503 19.857 -0.820
H 28.403 22.269 20.240 -0.816
H 29.539 21.167 21.258 -0.316
H 29.269 22.876 21.607 -0.700
C 31.299 25.149 26.913 -0.798
O 31.202 24.168 25.916 -0.297
C 30.000 23.656 25.658 0.865
O 28.973 24.022 26.171 -0.608
O 30.130 22.741 24.716 -0.125
C 29.020 21.900 24.450 -0.037
H 32.041 25.891 26.614 0.261
H 31.746 24.722 27.820 0.278
H 30.369 25.629 27.202 0.328
H 28.893 21.742 23.378 -0.551
H 28.102 22.429 24.715 0.366
H 29.071 20.932 24.945 0.340
C 27.405 25.725 21.796 -0.340
O 27.545 26.097 23.177 -0.202
C 26.647 25.610 24.021 0.837
O 25.922 24.658 23.880 -0.562
O 26.686 26.395 25.101 -0.358
C 26.012 25.983 26.283 -0.646
H 28.214 26.152 21.213 0.045
H 26.423 26.033 21.444 0.498
H 27.541 24.645 21.731 -0.006
H 26.301 26.715 27.033 0.240
H 26.368 25.025 26.664 0.273
H 24.939 25.974 26.105 0.296
C 27.786 20.107 18.196 -0.140
O 26.770 20.613 17.337 -0.326
C 26.989 21.652 16.558 0.749
O 26.163 22.478 16.294 -0.598
O 28.246 21.655 16.066 -0.277
C 28.423 22.518 14.955 -0.670
H 28.252 20.917 18.761 0.017
H 28.620 19.632 17.676 0.432
H 27.326 19.397 18.874 -0.033
H 27.691 22.255 14.184 0.315
H 29.409 22.405 14.515 0.249
H 28.264 23.565 15.211 0.258
C 31.023 25.158 22.173 0.261
O 31.203 26.514 21.727 -0.376
C 31.813 26.795 20.585 0.752
O 32.341 26.081 19.801 -0.502
O 31.751 28.141 20.315 -0.377
C 31.207 29.068 21.219 -0.585
H 30.240 24.774 21.518 -0.475
H 30.683 25.176 23.204 -0.017
H 31.849 24.451 22.122 0.339
H 30.837 28.643 22.144 0.250
H 30.391 29.622 20.739 0.245
H 31.923 29.862 21.461 0.248
C 36.937 21.100 21.300 -0.672
O 36.086 20.841 22.383 -0.344
C 34.850 21.340 22.237 0.703
O 34.526 22.233 21.515 -0.507
O 34.042 20.669 23.050 -0.436
C 32.686 21.111 23.183 -0.073
H 36.549 20.702 20.358 0.307
H 37.939 20.710 21.461 0.245
H 37.081 22.167 21.091 0.283
H 32.095 20.572 22.431 0.288
H 32.609 22.154 22.891 0.016
H 32.293 20.795 24.140 0.236
C 32.467 25.947 15.343 -0.659
O 31.094 25.918 15.671 -0.377
C 30.766 25.084 16.674 0.855
O 31.534 24.436 17.303 -0.489
O 29.462 25.189 16.890 -0.469
C 28.914 24.599 18.081 -0.049
H 32.845 24.964 15.061 0.274
H 33.026 26.217 16.245 0.284
H 32.594 26.705 14.580 0.226
H 29.486 24.926 18.950 -0.149
H 29.055 23.519 18.024 0.252
H 27.886 24.938 18.113 0.300
C 26.205 22.252 21.641 -0.174
O 26.292 20.858 21.861 -0.116
C 25.635 20.043 21.049 0.712
O 25.023 20.292 20.052 -0.559
O 25.801 18.809 21.542 -0.276
C 25.331 17.649 20.889 -0.701
H 27.024 22.686 22.203 -0.426
H 25.261 22.686 21.968 0.471
H 26.349 22.578 20.609 0.263
H 24.313 17.443 21.209 0.301
H 25.983 16.831 21.204 0.212
H 25.484 17.698 19.809 0.306
C 28.853 18.281 22.474 -0.303
O 29.652 17.518 23.381 -0.329
C 29.028 16.621 24.120 0.792
O 27.883 16.268 24.011 -0.571
O 29.887 16.159 25.039 -0.345
C 29.307 15.435 26.096 -0.689
H 29.447 18.635 21.635 0.277
H 28.513 19.165 23.011 0.148
H 28.009 17.727 22.079 0.155
H 30.051 14.765 26.535 0.248
H 28.462 14.813 25.813 0.316
H 29.037 16.097 26.923 0.274

111
Properties=species:S:1:pos:R:3:mulliken_charge:R:1 method="wB97M-V/def2-TZVPD" homo_lumo_gap_ev=8.7 total_charge=+1 homo_energy_ev=-11.1 total_energy_ev=-208202.303
C 2.942 -2.061 2.548 -1.202
C 3.458 -1.067 1.461 -0.319
B 2.485 0.162 1.290 1.175
O 2.713 1.280 2.022 -0.810
C 1.189 0.248 0.266 1.323
C 0.610 1.654 0.528 -3.069
C -0.698 2.239 -0.045 -0.839
C -1.918 2.170 0.889 0.650
C -2.853 3.355 0.591 -1.405
S -4.580 3.144 0.950 1.163
O -4.748 2.018 1.819 -0.566
O -5.160 4.428 1.217 -0.561
Cl -5.249 2.606 -0.885 -0.179
N 0.211 -0.799 0.617 0.879
C -0.632 -1.231 -0.505 -1.368
P -2.287 -2.028 -0.039 0.102
C -2.367 -1.798 1.772 -0.635
C -3.503 -0.780 -0.612 -1.072
C 0.151 -2.072 -1.550 0.343
C -0.671 -2.445 -2.803 -1.068
C -1.620 -1.375 -3.363 -1.135
C 0.806 -3.396 -1.009 0.549
F 1.179 -4.181 -2.046 -0.336
F 1.926 -3.070 -0.330 -0.132
C 0.067 -4.396 -0.072 0.232
F 0.912 -5.357 0.200 -0.269
F -0.987 -4.912 -0.636 -0.233
F -0.270 -3.816 1.064 -0.126
N 1.260 -1.095 -2.081 0.065
C 2.424 -1.762 -2.799 -0.768
C 3.175 -0.891 -3.815 -1.574
C 4.546 -0.345 -3.335 -0.774
C 4.724 1.163 -3.568 -0.763
S 6.452 1.525 -3.774 1.139
O 6.790 1.595 -5.162 -0.545
O 7.173 0.691 -2.855 -0.578
Cl 6.569 3.418 -3.018 -0.222
C 1.767 0.054 -1.185 -1.164
Br 1.572 1.637 -2.316 0.034
H 3.514 -1.933 3.469 0.354
H 3.065 -3.097 2.234 0.309
H 1.893 -1.905 2.817 0.224
H 4.425 -0.673 1.797 0.738
H 3.684 -1.597 0.539 -0.082
H 3.371 1.133 2.721 0.316
H 1.412 2.368 0.329 0.792
H 0.487 1.679 1.615 0.799
H -0.955 1.915 -1.059 0.511
H -0.476 3.309 -0.154 0.588
H -2.436 1.213 0.848 -0.687
H -1.549 2.313 1.908 0.405
H -2.585 4.236 1.179 0.349
H -2.809 3.639 -0.463 0.643
H 0.696 -1.594 1.010 0.268
H -0.898 -0.315 -1.047 0.037
H -2.890 -2.663 2.184 0.062
H -2.893 -0.881 2.047 0.379
H -1.365 -1.756 2.196 0.268
H -4.358 -1.316 -1.030 0.420
H -3.862 -0.190 0.231 0.390
H -3.102 -0.107 -1.370 0.350
H -1.235 -3.352 -2.576 0.582
H 0.025 -2.733 -3.595 0.632
H -1.638 -1.452 -4.452 0.369
H -1.331 -0.345 -3.133 0.305
H -2.641 -1.541 -3.023 0.310
H 0.758 -0.600 -2.824 0.905
H 2.017 -2.631 -3.299 1.001
H 3.113 -2.124 -2.042 0.349
H 3.363 -1.544 -4.671 0.392
H 2.543 -0.089 -4.202 0.596
H 4.725 -0.574 -2.281 0.417
H 5.325 -0.891 -3.874 0.841
H 4.153 1.546 -4.413 0.423
H 4.440 1.729 -2.679 0.430
H 2.847 -0.082 -1.144 0.204
C -6.249 6.453 -1.445 -0.565
N -5.512 6.328 -2.734 0.897
O -5.081 5.235 -3.049 -0.513
O -5.392 7.337 -3.394 -0.540
H -6.278 5.485 -0.963 0.154
H -5.717 7.183 -0.842 0.270
H -7.243 6.820 -1.683 0.300
C 3.347 3.919 4.953 -0.707
N 3.084 2.565 5.513 0.857
O 2.710 2.477 6.656 -0.492
O 3.264 1.616 4.766 -0.570
H 3.141 4.649 5.726 0.322
H 4.387 3.942 4.642 0.282
H 2.695 4.041 4.093 0.238
C -3.285 -6.551 3.748 -0.809
N -3.739 -5.333 3.029 0.985
O -3.596 -4.254 3.579 -0.593
O -4.220 -5.480 1.927 -0.534
H -2.896 -6.247 4.710 0.330
H -4.149 -7.198 3.863 0.296
H -2.527 -7.026 3.131 0.296
C -4.362 -4.516 7.829 -0.704
N -5.351 -5.388 7.137 0.840
O -6.504 -5.340 7.494 -0.498
O -4.923 -6.092 6.240 -0.500
H -4.885 -3.951 8.590 0.321
H -3.605 -5.166 8.257 0.288
H -3.924 -3.872 7.073 0.248
C 4.918 5.143 -6.284 -0.621
N 3.617 4.760 -5.676 0.815
O 2.763 5.605 -5.546 -0.514
O 3.497 3.595 -5.332 -0.499
H 4.883 6.198 -6.526 0.306
H 5.678 4.924 -5.542 0.208
H 5.063 4.530 -7.168 0.276